The following is a quantum chemistry calculation of the molecule C2H9N5O, from OMol25.

```
17
Properties=species:S:1:pos:R:3:forces:R:3:lowdin_charge:R:1
C -1.3208 -1.6381 -0.5629 3.529 -5.853 2.376 -0.12
C 0.3150 0.1547 -0.1990 4.114 -3.200 0.803 -0.41
H -2.2674 -1.7756 -0.9400 -2.015 0.735 -1.725 0.04
H -1.5294 -2.3311 0.4375 0.996 1.048 -2.121 0.12
H -0.4590 -2.2024 -1.1628 -2.072 1.431 1.056 0.13
H -2.3133 1.0283 0.7569 2.057 -3.374 1.154 0.16
H -1.4441 -0.2463 1.8403 -0.776 1.131 -0.808 0.11
H 1.0884 -1.4876 0.5613 -0.168 -1.019 0.846 0.06
H 2.4316 0.8146 0.6044 1.748 -3.988 -0.780 0.12
H 3.6356 -0.4114 -0.3126 -3.814 0.589 2.375 0.13
H -1.2392 1.2933 -0.8460 1.208 1.965 1.185 0.13
N -0.9265 -0.4016 -0.0889 -2.384 2.195 0.243 -0.28
N -1.8846 -0.0108 0.9234 -0.252 2.071 -0.275 0.05
N 1.4036 -0.8789 -0.1493 1.190 3.099 -0.217 -0.04
N 2.7449 -0.3310 0.4673 -0.707 2.925 -2.417 -0.07
N 0.5893 1.3906 -0.2884 -0.942 -0.721 0.392 0.04
O -0.6695 1.9801 -0.3020 -1.711 0.965 -2.085 -0.15
```
Positions in Å, forces in eV/Å.

Values from the calculation:
ΔE to the lowest compared entry with this formula, charge and spin	8.484	eV
E_tot	-11711.0257	eV
HOMO level	-8.86	eV
HOMO-LUMO gap	9.53	eV
structure (SMILES)	CN(N)/C(=N\O)NN